Density functional theory data (wB97M-V/def2-TZVPD) for a structure of composition C15H15N4SeSn.

Max |F| (hartree/bohr): 0.0116
Electronic energy (eV): -92929.686
Highest occupied orbital energy (eV): -11.76
Total charge: +1

Element x y z (Å)
Sn: 0.574 0.478 -0.425
C: 2.142 0.242 -2.461
C: 3.058 0.151 -1.399
C: 2.722 -0.964 -0.617
C: 1.585 -1.597 -1.203
C: 1.234 -0.847 -2.358
H: 2.139 0.984 -3.243
H: 3.866 0.838 -1.206
H: 3.251 -1.314 0.255
H: 1.143 -2.531 -0.894
H: 0.444 -1.092 -3.050
C: -4.982 -1.826 0.128
N: -3.887 -1.024 -0.384
C: -3.960 -0.108 -1.401
C: -2.710 0.414 -1.534
N: -1.877 -0.168 -0.614
C: -2.619 -1.028 0.055
H: -5.881 -1.577 -0.427
H: -5.143 -1.608 1.182
H: -4.765 -2.884 -0.005
H: -4.881 0.084 -1.920
H: -2.373 1.169 -2.224
H: -2.295 -1.650 0.872
Se: -1.259 2.860 2.861
N: -0.749 1.260 2.257
C: -1.022 0.377 3.198
C: -0.736 -1.022 3.120
C: -1.078 -1.821 4.158
C: -1.719 -1.298 5.333
C: -1.999 0.020 5.455
C: -1.652 0.902 4.383
N: -1.872 2.199 4.391
H: -0.231 -1.418 2.247
H: -0.861 -2.880 4.123
H: -1.966 -1.984 6.130
H: -2.471 0.435 6.333